ORCA calculation (ωB97M-V/def2-TZVPD) on C27H40BIrN10O4S3Se as an isolated structure at a distorted geometry.

```
87
Properties=species:S:1:pos:R:3
Ir -0.790 -0.859 -0.764
C 1.502 -4.361 1.082
C 2.732 -3.651 0.517
C 4.023 -4.240 1.098
C 2.774 -3.790 -0.992
N 2.643 -2.221 0.970
C 2.917 -1.947 2.296
C 2.719 -0.632 2.490
N 2.326 -0.082 1.301
B 1.996 1.446 1.321
N 0.555 1.642 1.881
C 0.201 2.860 2.398
C -1.005 2.735 2.990
N -1.404 1.424 2.836
C -0.442 0.771 2.123
S -0.529 -0.886 1.595
C -2.586 0.824 3.522
C -2.085 -0.229 4.512
C -3.307 1.921 4.301
C -3.566 0.227 2.515
N 2.281 2.178 0.010
C 3.593 2.461 -0.309
C 3.642 2.860 -1.593
N 2.350 2.828 -2.085
C 1.515 2.411 -1.087
S -0.139 2.123 -1.187
C 1.984 3.082 -3.506
C 0.963 4.217 -3.578
C 1.460 1.785 -4.125
C 3.239 3.507 -4.265
C 2.264 -1.064 0.382
S 1.641 -0.542 -1.243
H 1.550 -5.418 0.818
H 0.600 -3.932 0.651
H 1.461 -4.281 2.168
H 4.208 -5.199 0.617
H 3.963 -4.422 2.168
H 4.876 -3.591 0.899
H 2.948 -4.843 -1.212
H 3.577 -3.204 -1.435
H 1.840 -3.483 -1.441
H 3.226 -2.708 2.981
H 2.819 -0.034 3.375
H 2.753 1.915 2.131
H 0.840 3.716 2.296
H -1.595 3.465 3.505
H -1.405 0.225 5.234
H -1.575 -1.041 4.003
H -2.935 -0.642 5.055
H -2.678 2.365 5.071
H -4.165 1.466 4.795
H -3.683 2.706 3.645
H -3.094 -0.527 1.895
H -3.978 1.008 1.878
H -4.384 -0.233 3.071
H 4.381 2.345 0.411
H 4.483 3.149 -2.189
H 0.043 3.953 -3.067
H 0.739 4.421 -4.626
H 1.372 5.125 -3.131
H 0.547 1.442 -3.646
H 2.206 0.995 -4.042
H 1.256 1.957 -5.182
H 3.679 4.417 -3.855
H 2.950 3.714 -5.295
H 3.991 2.719 -4.288
N -4.897 0.732 -1.297
C -4.482 2.034 -1.138
C -3.171 1.967 -0.778
N -2.768 0.655 -0.723
C -3.824 -0.050 -1.041
C -3.754 -1.486 -0.981
N -2.684 -2.065 -0.466
C -2.899 -3.411 -0.561
C -4.120 -3.641 -1.106
N -4.658 -2.403 -1.380
H -5.821 0.429 -1.549
H -5.145 2.864 -1.290
H -2.493 2.769 -0.558
H -2.149 -4.116 -0.261
H -4.625 -4.550 -1.367
H -5.511 -2.235 -1.883
O -1.631 -3.764 -3.141
Se -0.399 -2.749 -2.903
O -1.138 -1.163 -2.761
O -0.147 -2.709 -1.115
O 2.033 -1.458 -2.360
```

Results
**Net charge**: 0
**HOMO-LUMO gap**: 0.236 Ha
**Molar mass**: 946.873 u
**Largest force on an atom**: 0.0457 hartree/bohr